1.
Density functional theory data (ωB97M-V/def2-TZVPD) for a 2-piece molecular cluster, C7H16INO3PS overall.

## Properties
LUMO energy = -5.33 eV
HOMO = -12.70 eV
Maximum force = 0.272 eV Å⁻¹
Total charge = +1
DFT total energy = -43369.1242 eV

Last column: natural (NBO) charge in e.
Atoms and positions in Å:
C 1.19305 -3.07933 -1.22740  -0.976
P 0.16551 -1.56392 -1.39792  0.818
C 1.28372 -0.30396 -0.70096  -0.983
S -1.05928 -1.99401 0.43267  0.250
I -1.66624 0.12084 1.33357  0.222
C -2.56001 -2.69929 -0.34445  -0.532
C -3.69254 -1.74794 -0.73212  -0.239
N -3.41105 -0.85368 -1.82788  -0.827
H 0.80282 -3.87095 -1.86825  0.256
H 2.19270 -2.80979 -1.58007  0.270
H 1.28649 -3.44598 -0.20331  0.251
H 2.20989 -0.37650 -1.28142  0.280
H 0.87205 0.69118 -0.84781  0.273
H 1.53507 -0.45380 0.35192  0.248
H -2.89946 -3.46970 0.35098  0.259
H -2.15941 -3.18506 -1.24175  0.246
H -4.00108 -1.16250 0.13717  0.214
H -4.54201 -2.39951 -0.96788  0.221
H -2.72644 -1.18866 -2.48957  0.372
H -3.18131 0.08624 -1.54523  0.373
C 1.10042 3.13956 1.81495  -0.101
C 2.17472 4.16344 2.15640  -0.100
O 3.34250 3.58188 1.56180  -0.474
C 2.96741 2.73978 0.58508  0.971
O 3.68462 2.17900 -0.17518  -0.568
O 1.61664 2.56723 0.61394  -0.521
H 0.11862 3.56031 1.61277  0.203
H 1.01565 2.35363 2.56936  0.180
H 1.98896 5.13099 1.69001  0.198
H 2.34801 4.29053 3.22058  0.215

Atoms 1-3, force components in eV/Å:
C -0.030 -0.058 0.013
P 0.111 0.094 -0.048
C -0.002 -0.110 0.069

2.
Density functional theory data (ωB97M-V/def2-TZVPD) for C7H16InNO5 as an isolated structure.

## Properties
LUMO energy = -12.88 eV
HOMO = -16.64 eV
Maximum force = 8.307 eV Å⁻¹
Total charge = +2
DFT total energy = -24397.3830 eV

Last column: Löwdin charge in e.
Atoms and positions in Å:
In -1.47777 0.00901 -1.20782  1.569
O 1.16750 2.15581 0.75145  0.128
C -0.04697 2.31178 0.17873  -0.725
O -0.62476 1.43828 -0.46575  -0.069
O -0.52956 3.44738 0.29371  0.118
H 1.17695 3.08639 0.98708  0.141
C 1.64513 1.27489 -3.03588  0.005
O 0.92305 0.16979 -2.46123  -0.247
C 1.64234 -0.86159 -1.80556  -0.185
C 1.68976 -0.74811 -0.25802  -0.112
N 0.27586 -0.95873 0.06049  -0.058
C 0.17850 -0.70940 1.51811  -0.142
C -1.20952 -0.96454 2.08107  -0.110
O -2.27758 -0.58690 1.12463  -0.267
C -3.57035 -0.97851 1.60251  -0.034
H 2.51286 0.89466 -3.57492  0.116
H 1.97917 1.86709 -2.18393  0.104
H 1.00062 1.84519 -3.70481  0.116
H 2.65170 -0.93455 -2.21050  0.147
H 1.30869 -1.84605 -2.13364  0.139
H 2.16839 0.20179 -0.01986  0.136
H 2.39451 -1.46085 0.17028  0.162
H 0.06720 -1.93440 -0.09646  0.138
H 0.45255 0.30347 1.81324  0.128
H 0.80657 -1.36154 2.12501  0.162
H -1.35080 -0.53700 3.07372  0.161
H -1.19571 -2.04910 2.18898  0.138
H -3.79105 -0.26067 2.39251  0.119
H -3.64195 -2.00506 1.96190  0.117
H -4.32528 -0.80864 0.83483  0.105

Atoms 1-3, force components in eV/Å:
In 1.059 -2.410 0.950
O -0.645 -1.685 -0.956
C -0.402 8.032 2.081

3.
Density functional theory data (ωB97M-V/def2-TZVPD) for a 2-piece molecular cluster, C7H16N overall.

## Properties
LUMO energy = -7.22 eV
HOMO = -12.08 eV
Maximum force = 3.726 eV Å⁻¹
Total charge = +1
DFT total energy = -8998.3875 eV

Last column: natural (NBO) charge in e.
Atoms and positions in Å:
C -0.59485 2.84619 -1.18855  -0.628
C -0.96693 1.64044 -2.07484  -0.415
C -1.61771 0.45520 -1.30009  -0.423
C -0.72461 0.07470 -0.07843  -0.175
C -1.23207 0.17201 1.16754  -0.081
C 0.59087 -0.14732 -0.52719  0.331
C 0.87484 -1.17173 -1.58900  -0.754
N 2.87889 -3.33280 4.65243  -1.075
H -1.19216 3.03943 -0.28733  0.222
H -0.58912 3.65789 -1.90685  0.241
H 0.41300 2.79538 -0.74213  0.197
H -1.75491 2.12498 -2.64924  0.243
H -1.76251 -0.38158 -1.97826  0.231
H -2.61528 0.70342 -0.93540  0.238
H -0.70224 -0.08345 2.07772  0.224
H -2.29863 0.27409 1.33152  0.234
H 1.34993 0.10184 0.21766  0.230
H 2.96800 -3.00005 3.70552  0.353
H 1.11190 -0.85573 -2.61585  0.317
H -0.08533 -1.62612 -1.86746  0.262
H 1.57455 -1.97744 -1.37302  0.302
H -0.14875 1.27148 -2.68856  0.205
H 3.36396 -2.68947 5.27055  0.361
H 1.94231 -3.38170 5.03269  0.362

Atoms 1-3, force components in eV/Å:
C 1.492 -0.414 0.260
C -1.532 0.263 1.529
C 0.191 -0.003 0.209